[1]
{"formula": "C5H20NO5S", "method": "ωB97M-V/def2-TZVPD", "symbols": ["O", "C", "C", "C", "C", "S", "C", "N", "H", "H", "H", "H", "H", "H", "H", "H", "H", "H", "H", "H", "H", "H", "O", "H", "H", "O", "H", "H", "O", "H", "H", "O"], "xyz": [[-0.96, 1.10, 2.67], [-0.63, 0.13, 2.08], [-0.73, 0.12, 0.44], [0.64, 0.22, -0.03], [1.41, -1.05, 0.38], [0.46, -2.68, -0.30], [1.27, -4.11, 0.73], [-1.68, 1.21, 0.02], [-0.28, -0.82, 2.54], [-1.30, -0.90, 0.28], [1.11, 1.18, 0.37], [0.75, 0.26, -1.12], [1.56, -1.10, 1.51], [2.41, -1.15, 0.04], [0.78, -4.18, 1.78], [2.36, -4.15, 0.60], [0.96, -4.89, 0.11], [-1.73, 1.35, -0.98], [-1.20, 2.19, 0.33], [-2.62, 1.27, 0.44], [3.03, 0.76, 3.59], [2.92, 1.64, 2.50], [2.58, 0.78, 2.77], [-1.75, 0.64, -2.77], [-1.27, 1.98, -3.60], [-1.34, 1.58, -2.62], [0.12, 3.96, -0.89], [0.05, 4.03, 0.66], [0.11, 3.49, -0.02], [-3.10, -0.82, -3.80], [-1.79, -1.29, -4.21], [-2.14, -0.71, -3.51]], "spin_multiplicity": 1, "total_charge": 1, "homo_lumo_gap_ev": 8.79}

[2]
{"formula": "C6H4N2O3S2V", "method": "ωB97M-V/def2-TZVPD", "symbols": ["O", "C", "C", "C", "S", "C", "N", "S", "N", "C", "C", "H", "H", "H", "H", "O", "V", "O"], "xyz": [[3.32, -0.07, -0.99], [2.04, -0.48, -0.75], [1.12, 0.46, -0.25], [-0.18, 0.10, 0.02], [-1.34, 1.23, 0.64], [-0.60, -1.23, -0.23], [-1.80, -1.77, -0.05], [-1.68, -3.30, -0.47], [-0.14, -3.38, -0.91], [0.34, -2.15, -0.73], [1.67, -1.78, -1.01], [3.88, -0.38, -0.27], [1.47, 1.46, -0.08], [-2.42, 0.85, -0.06], [2.39, -2.48, -1.38], [-1.78, 5.63, 2.47], [-2.58, 4.24, 2.13], [-3.72, 3.07, 1.90]], "spin_multiplicity": 1, "total_charge": 1, "homo_lumo_gap_ev": 3.05}

[3]
{"formula": "C55H44CdN3OP3S3", "method": "ωB97M-V/def2-TZVPD", "symbols": ["Cd", "S", "P", "C", "P", "S", "C", "C", "C", "C", "C", "C", "C", "C", "C", "C", "C", "C", "C", "C", "C", "C", "C", "C", "C", "C", "C", "C", "C", "C", "H", "H", "H", "H", "H", "H", "H", "H", "H", "H", "H", "H", "H", "H", "H", "H", "H", "H", "H", "H", "N", "C", "C", "C", "C", "C", "C", "S", "N", "C", "C", "C", "C", "C", "C", "N", "H", "H", "H", "H", "H", "H", "H", "H", "H", "O", "P", "C", "C", "C", "C", "C", "C", "C", "C", "C", "C", "C", "C", "C", "C", "C", "C", "C", "C", "H", "H", "H", "H", "H", "H", "H", "H", "H", "H", "H", "H", "H", "H", "H"], "xyz": [[0.31, -0.07, -0.01], [0.29, -0.53, 2.94], [2.17, -0.23, 2.28], [2.32, 0.55, 0.75], [1.95, 2.24, 0.66], [0.04, 2.72, 0.17], [2.33, 3.27, 2.12], [3.55, 3.92, 2.27], [3.79, 4.72, 3.38], [2.81, 4.87, 4.35], [1.60, 4.21, 4.22], [1.35, 3.42, 3.11], [3.04, 2.94, -0.63], [4.13, 2.20, -1.10], [4.95, 2.72, -2.09], [4.69, 3.97, -2.63], [3.60, 4.71, -2.17], [2.78, 4.19, -1.18], [3.24, 0.56, 3.53], [2.82, 0.79, 4.83], [3.70, 1.30, 5.77], [5.02, 1.57, 5.42], [5.45, 1.33, 4.12], [4.56, 0.84, 3.18], [2.96, -1.88, 2.20], [3.83, -2.33, 3.19], [4.37, -3.61, 3.14], [4.05, -4.47, 2.10], [3.18, -4.03, 1.10], [2.65, -2.75, 1.15], [4.31, 3.81, 1.51], [4.74, 5.23, 3.48], [3.00, 5.49, 5.22], [0.83, 4.32, 4.98], [0.40, 2.91, 2.99], [4.30, 1.22, -0.67], [5.79, 2.14, -2.45], [5.32, 4.37, -3.41], [3.39, 5.68, -2.59], [1.91, 4.75, -0.84], [1.79, 0.57, 5.09], [3.36, 1.49, 6.78], [5.70, 1.97, 6.15], [6.47, 1.55, 3.84], [4.89, 0.66, 2.16], [4.09, -1.69, 4.02], [5.04, -3.94, 3.92], [4.46, -5.47, 2.06], [2.92, -4.69, 0.29], [1.97, -2.42, 0.38], [-1.97, 0.88, -3.99], [-1.12, 0.73, -5.11], [-1.63, 0.39, -6.35], [-0.78, 0.24, -7.44], [0.59, 0.38, -7.28], [1.10, 0.71, -6.03], [0.25, 0.92, -4.95], [0.85, 1.48, -3.39], [-0.28, 0.74, -2.37], [-1.49, 0.62, -2.72], [-2.50, 0.26, -1.66], [-3.87, 0.30, -1.88], [-4.73, 0.01, -0.83], [-4.20, -0.31, 0.40], [-2.82, -0.32, 0.54], [-2.00, -0.04, -0.46], [-2.92, 0.62, -4.17], [-2.70, 0.26, -6.47], [-1.19, -0.01, -8.41], [1.25, 0.25, -8.12], [2.17, 0.82, -5.89], [-4.29, 0.58, -2.84], [-5.80, 0.05, -0.98], [-4.83, -0.54, 1.25], [-2.34, -0.54, 1.49], [-0.23, -2.26, -0.77], [0.19, -3.23, -1.84], [-0.02, -4.91, -1.26], [-0.12, -5.12, 0.11], [-0.26, -6.41, 0.61], [-0.29, -7.49, -0.26], [-0.19, -7.28, -1.63], [-0.06, -6.00, -2.13], [-0.85, -3.05, -3.30], [-0.35, -3.17, -4.59], [-1.22, -3.08, -5.68], [-2.57, -2.88, -5.47], [-3.07, -2.75, -4.18], [-2.22, -2.84, -3.09], [1.88, -3.02, -2.38], [2.79, -4.07, -2.53], [4.11, -3.80, -2.87], [4.52, -2.49, -3.06], [3.62, -1.44, -2.91], [2.31, -1.71, -2.59], [-0.10, -4.27, 0.78], [-0.34, -6.57, 1.68], [-0.39, -8.49, 0.13], [-0.22, -8.13, -2.31], [0.01, -5.84, -3.20], [0.71, -3.31, -4.75], [-0.82, -3.16, -6.68], [-3.24, -2.82, -6.32], [-4.13, -2.59, -4.02], [-2.60, -2.74, -2.08], [2.47, -5.09, -2.36], [4.81, -4.61, -2.97], [5.56, -2.28, -3.30], [3.94, -0.41, -3.04], [1.61, -0.89, -2.46]], "spin_multiplicity": 1, "homo_lumo_gap_ev": 5.87, "relative_energy_kcal_mol": 3.8}

[4]
{"formula": "C6H13N", "method": "ωB97M-V/def2-TZVPD", "symbols": ["C", "C", "C", "C", "C", "C", "N", "H", "H", "H", "H", "H", "H", "H", "H", "H", "H", "H", "H", "H"], "xyz": [[2.79, 1.57, 1.08], [1.67, 1.01, 1.63], [0.35, 0.93, 0.87], [-0.30, -0.47, 0.94], [-0.32, -1.22, -0.51], [-1.08, -0.40, -1.54], [-2.40, -1.10, -1.74], [3.85, 1.66, 1.44], [2.58, 2.15, 0.12], [1.44, 0.64, 2.61], [-0.27, 1.71, 1.30], [0.53, 1.34, -0.18], [-1.37, -0.60, 1.35], [0.00, -1.28, 1.54], [0.70, -1.52, -0.83], [-0.84, -2.14, -0.34], [-1.40, 0.56, -1.03], [-0.56, -0.12, -2.44], [-3.13, -0.65, -2.21], [-2.25, -2.06, -2.06]], "spin_multiplicity": 1, "homo_lumo_gap_ev": 10.18, "relative_energy_kcal_mol": 52.5}

[5]
{"formula": "C38H51N11O8S", "method": "ωB97M-V/def2-TZVPD", "symbols": ["S", "O", "O", "O", "O", "N", "C", "C", "C", "C", "H", "H", "H", "H", "H", "N", "C", "C", "C", "C", "H", "H", "H", "H", "H", "N", "C", "C", "C", "C", "H", "H", "H", "H", "H", "N", "C", "C", "C", "C", "H", "H", "H", "H", "H", "N", "C", "C", "C", "C", "H", "H", "H", "H", "H", "N", "C", "C", "C", "C", "H", "H", "H", "H", "H", "N", "C", "C", "C", "C", "H", "H", "H", "H", "H", "N", "C", "C", "C", "C", "H", "H", "H", "H", "H", "N", "C", "C", "C", "C", "H", "H", "H", "H", "H", "C", "N", "O", "O", "H", "H", "H", "C", "N", "O", "O", "H", "H", "H"], "xyz": [[0.16, -0.41, -0.06], [1.29, -0.20, -0.99], [-0.88, -1.15, -0.76], [0.52, -1.14, 1.12], [-0.31, 0.90, 0.27], [-2.65, 3.47, 0.65], [-3.14, 3.97, 1.80], [-4.27, 5.03, 1.47], [-4.23, 5.12, 0.00], [-3.23, 4.05, -0.42], [-1.76, 2.68, 0.77], [-2.88, 3.64, 2.81], [-4.93, 5.62, 2.30], [-4.82, 5.70, -0.72], [-2.89, 3.52, -1.47], [4.40, 1.26, -0.09], [5.43, 0.31, 0.04], [6.73, 1.15, 0.16], [6.36, 2.52, -0.21], [4.88, 2.55, -0.22], [3.48, 0.80, -0.25], [5.14, -0.69, 0.43], [7.66, 0.69, 0.36], [7.10, 3.32, -0.19], [4.11, 3.30, -0.25], [2.25, -0.51, -3.32], [1.78, -1.54, -4.13], [2.81, -1.77, -5.29], [3.97, -0.83, -5.02], [3.46, 0.03, -3.74], [2.04, -0.29, -2.35], [0.84, -2.07, -4.03], [2.77, -2.53, -6.10], [4.86, -0.59, -5.53], [3.91, 0.91, -3.23], [0.82, 4.07, -0.80], [0.65, 5.39, -0.36], [1.02, 6.31, -1.47], [1.57, 5.32, -2.52], [1.52, 3.86, -1.96], [0.61, 3.39, -0.16], [0.15, 5.63, 0.58], [1.01, 7.41, -1.50], [2.19, 5.62, -3.45], [1.91, 2.98, -2.29], [-4.16, -0.44, -0.40], [-4.94, -1.52, -0.45], [-6.31, -1.23, -0.29], [-6.40, 0.38, -0.22], [-4.90, 0.69, -0.21], [-3.17, -0.53, -0.40], [-4.49, -2.47, -0.63], [-6.96, -1.93, -0.31], [-7.15, 1.17, -0.26], [-4.39, 1.54, -0.16], [-0.35, -3.01, 2.57], [0.24, -3.74, 3.62], [-0.74, -4.72, 3.99], [-1.96, -4.59, 3.16], [-1.73, -3.34, 2.29], [0.04, -2.34, 1.94], [1.27, -3.63, 3.84], [-0.61, -5.46, 4.70], [-2.92, -5.11, 2.97], [-2.34, -2.82, 1.69], [-1.40, -2.66, -2.74], [-0.92, -3.91, -3.17], [-1.84, -4.56, -4.22], [-2.97, -3.53, -4.44], [-2.71, -2.36, -3.41], [-1.14, -2.02, -2.07], [0.11, -4.19, -2.66], [-1.62, -5.45, -4.60], [-3.72, -3.56, -5.16], [-3.21, -1.62, -3.26], [3.23, -0.99, 2.88], [4.37, -1.73, 2.81], [5.13, -1.55, 4.04], [4.34, -0.69, 4.98], [2.99, -0.42, 4.27], [2.47, -0.89, 2.13], [4.40, -2.30, 1.86], [6.01, -1.91, 3.97], [4.63, -0.31, 5.88], [2.11, 0.08, 4.33], [-2.04, -0.14, 4.68], [-1.61, 0.97, 4.03], [-1.38, 2.14, 5.03], [-1.81, 1.57, 6.37], [-2.33, 0.17, 6.07], [-2.31, -0.94, 4.29], [-1.56, 1.10, 2.96], [-0.90, 3.16, 4.66], [-2.02, 2.09, 7.25], [-2.93, -0.55, 6.78], [-1.77, 1.59, -3.51], [-3.09, 1.62, -4.22], [-4.05, 2.04, -3.66], [-3.11, 1.38, -5.39], [-0.73, 1.24, -4.00], [-1.74, 0.98, -2.57], [-1.46, 2.46, -3.45], [1.77, -4.49, -0.06], [2.74, -4.04, -1.19], [3.68, -3.25, -1.00], [2.48, -4.51, -2.29], [1.24, -3.61, 0.41], [2.20, -5.25, 0.67], [1.06, -4.91, -0.64]], "spin_multiplicity": 1, "total_charge": -2, "homo_lumo_gap_ev": 7.05, "relative_energy_kcal_mol": 64.6}

[6]
{"formula": "C22H30BClIN2O14S", "method": "ωB97M-V/def2-TZVPD", "symbols": ["C", "C", "C", "O", "O", "C", "C", "C", "C", "C", "C", "Cl", "O", "S", "O", "O", "C", "C", "C", "C", "N", "C", "C", "C", "I", "C", "N", "C", "O", "H", "H", "H", "H", "H", "H", "H", "H", "H", "H", "H", "H", "H", "H", "H", "H", "H", "H", "H", "H", "H", "H", "H", "H", "H", "H", "H", "H", "H", "H", "B", "O", "C", "O", "C", "O", "O", "O", "C", "O", "C", "O", "O"], "xyz": [[6.49, 0.54, -1.87], [6.77, 0.52, -0.32], [5.47, 0.31, 0.55], [5.50, -0.58, 1.37], [4.36, 1.11, 0.36], [3.19, 0.52, 0.99], [1.91, 1.38, 0.76], [1.61, 1.66, -0.79], [2.32, 3.10, -1.05], [3.06, 3.17, -2.45], [3.25, 4.72, -2.77], [4.94, 5.14, -3.28], [2.31, 0.77, -1.68], [1.56, -0.66, -1.93], [2.47, -1.70, -1.41], [1.27, -0.98, -3.32], [0.07, -0.76, -0.83], [-0.82, 0.56, -1.06], [-1.53, 0.32, -2.46], [-2.81, 1.19, -2.77], [-3.64, 0.42, -3.75], [-1.79, 0.79, 0.17], [-2.54, -0.45, 0.78], [-3.10, -1.53, -0.21], [-1.43, -1.41, 2.42], [0.09, 1.89, -1.11], [-0.04, 2.64, -2.41], [-0.68, 3.68, -2.27], [-1.46, 4.54, -2.33], [7.36, 0.05, -2.38], [5.60, -0.10, -2.10], [6.34, 1.59, -2.24], [7.30, 1.44, 0.04], [7.45, -0.34, -0.11], [3.07, -0.56, 0.74], [3.40, 0.56, 2.10], [1.03, 0.90, 1.27], [2.06, 2.35, 1.31], [3.14, 3.20, -0.28], [1.62, 3.95, -0.87], [4.09, 2.73, -2.36], [2.47, 2.74, -3.28], [3.04, 5.30, -1.83], [2.47, 5.06, -3.51], [0.48, -0.83, 0.20], [-0.47, -1.68, -1.17], [-1.86, -0.76, -2.52], [-0.83, 0.44, -3.33], [-3.49, 1.38, -1.91], [-2.54, 2.13, -3.33], [-3.86, -0.50, -3.34], [-3.11, 0.28, -4.62], [-2.57, 1.60, -0.01], [-1.15, 1.21, 0.99], [-3.44, -0.03, 1.31], [-2.39, -2.35, -0.47], [-3.54, -1.02, -1.12], [-3.98, -2.00, 0.30], [-0.27, 2.61, -0.32], [-4.94, -4.64, 5.04], [-4.32, -3.85, 3.95], [-5.29, -3.42, 3.16], [-5.12, -2.74, 2.18], [-6.60, -3.90, 3.69], [-7.68, -3.68, 3.21], [-6.39, -4.61, 4.79], [-4.43, -6.02, 5.05], [-3.87, -6.24, 6.24], [-3.36, -7.27, 6.58], [-3.99, -5.00, 7.07], [-3.59, -4.85, 8.19], [-4.62, -4.06, 6.36]], "spin_multiplicity": 1, "total_charge": -1, "homo_lumo_gap_ev": 8.88}

[7]
{"formula": "C3H6N2O2", "method": "ωB97M-V/def2-TZVPD", "symbols": ["C", "C", "N", "O", "C", "N", "O", "H", "H", "H", "H", "H", "H"], "xyz": [[1.91, 1.11, -0.04], [0.48, 0.77, -0.23], [-0.03, -0.26, 0.36], [0.52, -1.07, 1.16], [-1.54, -0.38, 0.27], [-1.84, -1.48, -0.46], [-2.28, 0.34, 0.84], [2.45, 1.07, -1.00], [2.02, 2.12, 0.36], [2.36, 0.40, 0.67], [-0.15, 1.35, -0.90], [-1.12, -2.16, -0.62], [-2.79, -1.81, -0.42]], "spin_multiplicity": 1, "homo_lumo_gap_ev": [9.68, 9.68], "relative_energy_kcal_mol": 71.8}

[8]
{"formula": "C6H8N2O", "method": "ωB97M-V/def2-TZVPD", "symbols": ["H", "N", "C", "N", "C", "C", "C", "O", "C", "C", "H", "H", "H", "H", "H", "H", "H"], "xyz": [[1.90, -2.38, 0.19], [2.26, -1.41, 0.29], [1.16, -0.60, 0.29], [-0.10, -1.22, 0.63], [-1.33, -0.92, -0.01], [-1.51, 0.29, -0.77], [-0.12, 0.60, -1.37], [0.73, 1.74, -1.29], [0.78, 0.86, -0.21], [0.25, 1.43, 1.04], [-0.14, -2.19, 0.90], [-2.26, -1.54, 0.35], [-2.43, 0.43, -1.68], [0.24, 0.01, -2.32], [1.16, 2.26, 1.08], [0.11, 0.56, 1.87], [-0.72, 2.10, 1.01]], "spin_multiplicity": 1, "homo_lumo_gap_ev": 9.08, "relative_energy_kcal_mol": 166.9}

[9]
{"formula": "C5H14", "method": "ωB97M-V/def2-TZVPD", "symbols": ["C", "C", "C", "H", "H", "H", "H", "H", "H", "H", "H", "C", "C", "H", "H", "H", "H", "H", "H"], "xyz": [[-1.79, -0.93, 1.00], [-0.36, -1.48, 0.94], [0.56, -0.82, 1.97], [-2.34, -0.96, 0.06], [-1.71, 0.15, 1.13], [-2.31, -1.38, 1.83], [-0.40, -2.54, 1.21], [0.06, -1.35, -0.05], [0.68, 0.22, 1.70], [0.20, -0.95, 2.99], [1.53, -1.33, 2.02], [0.58, 0.67, -1.67], [0.84, 2.15, -2.07], [-0.40, 0.57, -1.22], [0.71, 0.03, -2.54], [1.36, 0.43, -0.95], [1.79, 2.29, -2.58], [1.00, 2.74, -1.16], [-0.03, 2.50, -2.63]], "spin_multiplicity": 1, "homo_lumo_gap_ev": 12.47, "relative_energy_kcal_mol": 7.1}

[10]
{"formula": "C4H5NO", "method": "ωB97M-V/def2-TZVPD", "symbols": ["N", "C", "C", "C", "C", "O", "H", "H", "H", "H", "H"], "xyz": [[1.74, -0.43, -0.71], [1.05, 0.15, 0.19], [0.15, 1.29, -0.11], [-1.06, 0.74, 0.02], [-0.79, -0.70, 0.40], [0.42, -0.61, 1.16], [1.92, -1.39, -0.39], [0.45, 2.20, -0.62], [-2.02, 1.12, -0.30], [-0.29, -1.12, -0.58], [-1.57, -1.25, 0.94]], "spin_multiplicity": 1, "homo_lumo_gap_ev": 11.00, "relative_energy_kcal_mol": 62.1}